Entry 1:
{"formula": "C14H21O", "method": "wB97M-V/def2-TZVPD", "elements": ["C", "C", "C", "C", "C", "C", "C", "C", "C", "C", "C", "C", "C", "C", "O", "H", "H", "H", "H", "H", "H", "H", "H", "H", "H", "H", "H", "H", "H", "H", "H", "H", "H", "H", "H", "H"], "coordinates": [[2.887725, -1.350253, -0.176843], [1.682139, -1.382694, -0.751407], [-3.356880, 0.210605, -0.922876], [-2.199459, 0.712533, -1.324277], [3.592073, -0.180604, 0.418862], [2.672078, 0.803917, 1.142479], [1.891199, 1.738859, 0.213390], [1.495979, 1.116714, -1.125878], [-2.525015, -1.406755, 0.815672], [-1.222635, -1.460207, -0.003067], [-2.860164, 1.004204, 1.294682], [0.771612, -0.231444, -1.045568], [-3.372988, -0.137892, 0.558085], [-0.416565, -0.152837, -0.041812], [-1.237382, 0.973922, -0.370609], [3.439288, -2.280238, -0.138830], [1.337289, -2.335107, -1.128922], [-4.182350, -0.008847, -1.572872], [-1.933118, 0.935749, -2.348464], [4.339624, -0.556255, 1.121517], [4.147048, 0.338933, -0.368514], [1.999157, 0.219803, 1.776512], [3.281073, 1.421013, 1.804154], [0.995999, 2.098252, 0.723573], [2.502704, 2.617213, -0.003726], [0.849915, 1.827904, -1.645146], [2.384002, 0.973221, -1.741712], [-3.108892, -2.288721, 0.552986], [-2.303550, -1.459730, 1.882588], [-0.582277, -2.227059, 0.432033], [-1.451443, -1.757337, -1.028394], [-3.195854, 2.005484, 1.072558], [-2.215159, 0.878442, 2.147920], [0.328456, -0.434264, -2.029488], [-4.415117, -0.308755, 0.864232], [-0.018521, 0.082216, 0.947179]], "forces_ev_per_angstrom": [[-0.5, -0.2, -0.3], [0.4, -0.3, 0.2], [0.2, 0.4, 0.2], [-0.5, 0.0, -0.4], [0.1, 0.3, 0.2], [0.2, 0.1, 0.0], [0.1, -0.2, -0.1], [-0.1, 0.1, 0.0], [0.1, -0.1, 0.0], [-0.1, 0.4, 0.2], [0.6, -0.3, -1.4], [-0.5, 0.5, 0.4], [0.3, -0.3, -0.1], [1.3, -1.5, -0.1], [-1.5, 0.9, 1.1], [0.0, -0.2, 0.0], [0.0, -0.2, 0.0], [-0.1, 0.0, -0.2], [0.1, 0.0, 0.0], [0.0, 0.1, -0.1], [0.1, 0.0, 0.0], [0.0, 0.0, 0.0], [-0.1, 0.0, 0.1], [0.0, 0.1, 0.1], [-0.1, 0.0, 0.0], [0.1, 0.0, -0.1], [0.0, 0.0, -0.1], [-0.1, 0.0, 0.1], [0.0, -0.1, 0.1], [0.0, 0.0, -0.1], [0.1, -0.1, 0.1], [-0.1, 0.2, -0.1], [0.2, 0.0, 0.3], [0.0, 0.0, 0.0], [-0.1, 0.2, 0.2], [0.0, 0.0, 0.0]], "spin_multiplicity": 1, "charge": 1}

Entry 2:
{"formula": "C25H56FN8O", "method": "wB97M-V/def2-TZVPD", "elements": ["C", "C", "C", "C", "N", "F", "C", "N", "C", "N", "O", "C", "N", "N", "H", "H", "H", "H", "H", "H", "H", "H", "H", "H", "H", "C", "C", "N", "C", "C", "C", "C", "H", "H", "H", "H", "H", "H", "H", "H", "H", "H", "H", "H", "H", "H", "H", "C", "C", "N", "C", "C", "C", "C", "H", "H", "H", "H", "H", "H", "H", "H", "H", "H", "H", "H", "H", "H", "H", "C", "C", "N", "C", "C", "C", "C", "H", "H", "H", "H", "H", "H", "H", "H", "H", "H", "H", "H", "H", "H", "H"], "coordinates": [[3.309405, 3.515564, 1.433816], [2.950930, 4.011068, 0.021453], [2.678665, 5.500339, -0.078637], [3.850772, 6.367384, 0.360769], [1.480443, 5.876760, 0.705199], [1.576962, 6.816188, 1.697771], [0.239109, 5.448057, 0.552142], [-0.173020, 4.563083, -0.364890], [-1.464318, 4.400026, -0.172166], [-1.859436, 5.174175, 0.842075], [-3.117359, 5.338966, 1.403266], [-3.763578, 6.340926, 0.827805], [-4.321735, 7.202776, 0.323715], [-0.799713, 5.858268, 1.337483], [2.635294, 2.731205, 1.759724], [4.315367, 3.110065, 1.456497], [3.288736, 4.323889, 2.160319], [2.122962, 3.434681, -0.377638], [3.783060, 3.831726, -0.655898], [2.457596, 5.758359, -1.113670], [3.645893, 7.411651, 0.150747], [4.717958, 6.041168, -0.200525], [4.048801, 6.269736, 1.421994], [-2.118738, 3.731959, -0.705877], [-0.825234, 6.521087, 2.099046], [1.290398, 0.238189, -0.078198], [0.035475, 0.614842, -0.851017], [0.221603, 0.655758, -2.285122], [-0.897822, 1.253745, -2.984222], [-2.256967, 0.542820, -2.929491], [0.775362, -0.552382, -2.878957], [0.020214, -1.869437, -2.660833], [2.114229, 0.913180, -0.318961], [1.095192, 0.303882, 0.994171], [1.611248, -0.781882, -0.285489], [-0.269687, 1.617241, -0.523801], [-0.776486, -0.070308, -0.557620], [-0.613602, 1.396441, -4.029189], [-1.026828, 2.267011, -2.578266], [-2.282503, -0.338140, -3.566992], [-3.038718, 1.216889, -3.286661], [-2.523898, 0.239444, -1.916049], [1.792577, -0.674399, -2.500164], [0.894443, -0.372578, -3.949384], [-0.315091, -1.986158, -1.629180], [0.681460, -2.706878, -2.882995], [-0.846875, -1.962412, -3.312580], [3.018946, -4.430884, -2.078137], [3.093472, -5.905440, -1.716140], [1.838422, -6.427448, -1.208755], [1.963259, -7.745696, -0.610370], [2.357742, -8.919531, -1.514940], [0.681353, -6.220352, -2.061604], [0.726847, -6.779540, -3.490882], [2.670678, -3.840879, -1.227940], [4.007289, -4.068524, -2.363774], [2.352003, -4.251460, -2.921711], [3.840012, -6.031608, -0.927968], [3.468335, -6.462679, -2.589345], [1.018111, -7.980531, -0.113858], [2.704592, -7.664991, 0.190511], [1.536153, -9.240171, -2.153691], [2.639112, -9.775416, -0.899167], [3.212250, -8.680221, -2.148260], [0.496727, -5.144167, -2.122261], [-0.189264, -6.627039, -1.541701], [1.683167, -6.581167, -3.976465], [-0.050635, -6.308093, -4.095418], [0.550391, -7.853116, -3.519396], [-4.991001, 2.267370, 2.709709], [-4.434045, 1.059911, 3.448987], [-3.386942, 0.370317, 2.715390], [-3.043515, -0.928714, 3.274403], [-2.411276, -0.971847, 4.670124], [-2.278453, 1.190841, 2.289051], [-1.480407, 1.953984, 3.360876], [-5.343518, 1.986486, 1.716129], [-5.832252, 2.681854, 3.264825], [-4.249560, 3.063209, 2.604427], [-5.246087, 0.345697, 3.598097], [-4.113608, 1.377752, 4.453559], [-2.382999, -1.435983, 2.566236], [-3.962798, -1.519826, 3.293098], [-1.368567, -0.655792, 4.660859], [-2.431124, -1.995384, 5.045907], [-2.952896, -0.353444, 5.386270], [-2.663450, 1.926660, 1.571074], [-1.588251, 0.569112, 1.712580], [-2.131153, 2.420597, 4.101353], [-0.892553, 2.750611, 2.888746], [-0.777020, 1.311548, 3.886013]], "forces_ev_per_angstrom": [[0.1, 0.1, -0.3], [0.2, -0.3, 0.3], [0.3, 0.2, -0.1], [-0.4, 0.0, 0.1], [-0.5, -0.3, -0.1], [0.0, 0.0, 0.0], [-0.2, 0.6, 0.7], [0.0, -0.4, -0.4], [0.4, 0.4, 0.5], [-1.4, -0.2, 0.1], [0.6, -0.2, -0.1], [0.2, -0.3, 0.0], [-0.3, 0.4, -0.1], [1.1, -0.1, -0.5], [-0.1, -0.1, 0.1], [0.1, -0.1, 0.0], [-0.1, 0.0, 0.2], [-0.2, 0.1, -0.1], [0.1, 0.0, -0.1], [-0.2, 0.0, -0.1], [0.1, 0.1, -0.1], [0.2, 0.0, -0.1], [0.1, -0.1, 0.1], [-0.2, 0.0, -0.1], [-0.2, 0.0, 0.1], [0.0, 0.0, 0.0], [0.0, -0.2, 0.2], [0.1, 0.2, 0.0], [-0.2, 0.1, -0.1], [0.0, 0.1, 0.0], [0.2, -0.2, 0.0], [0.0, 0.0, -0.1], [0.0, 0.0, 0.0], [0.0, 0.0, 0.0], [0.0, 0.0, 0.0], [-0.1, 0.0, -0.1], [0.0, 0.0, 0.1], [0.0, 0.0, 0.0], [0.1, 0.0, 0.0], [0.0, 0.0, 0.0], [0.0, 0.0, 0.0], [0.0, 0.0, 0.0], [0.0, 0.0, 0.0], [-0.1, 0.1, 0.0], [0.0, 0.0, 0.0], [0.0, 0.0, 0.0], [-0.1, 0.0, 0.1], [0.1, 0.0, 0.0], [0.0, 0.0, -0.1], [0.0, 0.0, 0.0], [0.0, -0.1, 0.1], [0.0, 0.0, 0.0], [-0.1, 0.1, -0.1], [-0.1, 0.0, 0.0], [0.0, 0.0, 0.0], [0.0, 0.0, 0.0], [0.0, 0.0, 0.0], [0.0, -0.1, 0.0], [0.0, 0.0, 0.0], [0.0, 0.0, 0.0], [0.0, 0.0, 0.0], [0.0, 0.0, 0.0], [0.0, 0.0, 0.0], [0.0, 0.0, 0.0], [0.0, 0.0, 0.0], [0.0, -0.1, 0.0], [0.0, 0.0, 0.0], [0.0, 0.0, 0.0], [0.1, 0.0, 0.0], [0.0, 0.0, 0.0], [0.0, 0.1, 0.0], [0.0, 0.0, 0.0], [0.0, -0.2, 0.0], [0.0, 0.0, 0.0], [0.2, 0.2, -0.1], [0.0, 0.0, -0.1], [0.0, 0.0, 0.0], [0.0, 0.0, 0.0], [0.0, 0.0, 0.0], [0.0, 0.0, 0.0], [0.0, 0.0, 0.0], [0.0, 0.0, 0.0], [0.0, 0.1, 0.0], [0.0, 0.1, 0.0], [0.0, 0.0, 0.0], [0.0, 0.0, 0.0], [0.0, 0.0, 0.0], [-0.1, -0.1, 0.0], [0.0, 0.0, 0.0], [0.0, 0.0, 0.0], [0.0, 0.0, 0.1]], "spin_multiplicity": 1, "charge": 1}

Entry 3:
{"formula": "C22H31FeO3P3Se2Te3", "method": "wB97M-V/def2-TZVPD", "elements": ["Fe", "Se", "Te", "Te", "Se", "C", "P", "C", "C", "C", "C", "C", "C", "C", "P", "C", "C", "H", "H", "H", "H", "H", "H", "H", "H", "H", "H", "H", "H", "H", "H", "H", "H", "C", "C", "C", "C", "C", "C", "C", "C", "H", "H", "H", "H", "H", "C", "C", "O", "P", "O", "Te", "O", "C", "C", "H", "H", "H", "H", "H", "H", "H", "H", "H", "H"], "coordinates": [[0.037185, 0.127768, 0.705891], [-2.353313, 0.843993, 0.453192], [-4.037308, 2.047329, -0.998417], [-3.218657, -2.098070, -2.122860], [-1.589804, -1.397932, -0.301926], [3.847321, -1.184684, 0.363930], [2.322655, -0.170364, 0.290001], [2.314306, 0.040310, -1.548220], [3.092302, 1.469812, 0.740224], [4.422186, 1.652941, 1.117572], [4.933641, 2.925182, 1.331233], [4.130815, 4.042627, 1.152636], [2.796100, 3.872765, 0.820447], [2.270612, 2.597449, 0.642653], [0.492690, 2.255656, 0.410136], [0.050334, 3.093371, -1.150151], [-0.264631, 3.387396, 1.620126], [4.558049, -0.744699, -0.340940], [3.621889, -2.201498, 0.062996], [4.268452, -1.206758, 1.366518], [3.116237, 0.708979, -1.867942], [1.356603, 0.428210, -1.894733], [2.450661, -0.952060, -1.977096], [5.070911, 0.800504, 1.259691], [5.967941, 3.042958, 1.633028], [4.537214, 5.037569, 1.290334], [2.157591, 4.742135, 0.710950], [0.310552, 4.152363, -1.094665], [-1.028255, 2.989180, -1.297463], [0.565531, 2.637535, -1.995550], [0.077744, 4.411260, 1.460672], [-0.009845, 3.047301, 2.622025], [-1.347975, 3.347864, 1.500703], [0.049411, 0.366685, 2.587370], [0.020835, 0.539668, 3.793473], [0.084913, 0.668803, 5.210008], [0.860231, 1.669093, 5.812701], [0.956479, 1.766091, 7.191098], [0.281407, 0.869487, 8.009507], [-0.498627, -0.121952, 7.426003], [-0.599519, -0.221722, 6.049092], [1.393477, 2.363762, 5.175358], [1.566468, 2.547401, 7.630510], [0.363316, 0.940940, 9.087484], [-1.032927, -0.827841, 8.051361], [-1.201822, -0.996129, 5.592941], [-1.952321, -5.460701, -0.039667], [-0.558755, -5.012111, -0.409396], [0.091200, -4.560619, 0.788292], [1.449534, -3.701043, 0.652849], [1.305588, -2.622700, -0.365486], [2.130553, -3.288320, 2.889005], [2.457066, -4.783564, -0.061594], [2.844573, -5.965488, 0.618856], [3.808084, -6.721565, -0.272115], [-2.494673, -5.769313, -0.934598], [-2.499457, -4.630585, 0.406632], [-1.916075, -6.287971, 0.672811], [-0.595853, -4.202634, -1.141278], [0.027439, -5.833409, -0.838048], [1.958294, -6.571980, 0.839589], [3.307246, -5.704151, 1.574849], [3.326892, -7.013090, -1.207227], [4.169102, -7.620525, 0.232790], [4.664250, -6.090643, -0.515631]], "forces_ev_per_angstrom": [[0.5, 0.7, -0.4], [-0.7, -0.9, 0.9], [0.6, 0.0, -0.2], [0.3, 0.0, 0.1], [-0.6, 0.3, -0.5], [-0.1, -0.1, 0.2], [-0.1, 0.4, -0.3], [0.0, 0.0, 0.0], [-0.1, 0.0, 0.0], [0.0, 0.0, 0.0], [0.0, 0.0, 0.0], [0.0, 0.0, 0.0], [0.0, 0.0, 0.0], [0.0, -0.1, 0.0], [-0.2, 0.0, 0.1], [0.1, -0.1, 0.0], [0.0, 0.0, 0.0], [0.0, 0.0, 0.0], [0.0, 0.0, 0.0], [0.0, -0.1, 0.0], [0.0, 0.0, 0.0], [0.0, 0.0, 0.0], [-0.1, 0.0, 0.0], [0.0, 0.0, 0.0], [0.0, 0.0, 0.0], [0.0, 0.0, 0.0], [0.0, 0.0, 0.0], [0.0, 0.0, 0.0], [0.0, 0.0, 0.0], [0.0, 0.0, 0.0], [0.0, 0.0, 0.0], [0.0, 0.0, 0.0], [0.0, 0.0, 0.0], [0.2, 0.3, 0.0], [0.1, 0.0, -0.1], [0.0, -0.1, 0.1], [0.0, 0.0, 0.0], [0.0, 0.0, 0.0], [0.0, 0.0, 0.0], [0.0, 0.0, 0.0], [0.0, 0.0, 0.0], [0.0, 0.0, 0.0], [0.0, 0.0, 0.0], [0.0, 0.0, 0.0], [0.0, 0.0, 0.0], [0.0, 0.0, 0.0], [0.0, 0.0, 0.0], [0.0, 0.0, 0.0], [0.0, -0.1, 0.0], [-0.2, -0.4, -0.1], [0.2, -0.1, 0.1], [0.0, 0.1, -0.1], [0.1, 0.1, 0.0], [-0.1, -0.1, 0.0], [0.0, 0.0, 0.0], [0.0, 0.0, 0.0], [0.0, 0.0, 0.0], [0.0, 0.0, 0.0], [0.0, 0.0, 0.0], [0.0, 0.0, 0.0], [0.0, 0.0, 0.0], [0.0, 0.0, 0.0], [0.0, 0.0, 0.0], [0.0, 0.0, 0.0], [0.0, 0.0, 0.0]], "spin_multiplicity": 1, "charge": -2}

Entry 4:
{"formula": "C17H33O10PS3", "method": "wB97M-V/def2-TZVPD", "elements": ["C", "C", "O", "C", "C", "C", "C", "C", "C", "C", "P", "S", "C", "O", "O", "C", "O", "H", "H", "H", "H", "H", "H", "H", "H", "H", "H", "H", "H", "H", "H", "H", "H", "H", "O", "S", "O", "O", "C", "C", "C", "H", "H", "H", "H", "H", "H", "H", "H", "O", "S", "O", "O", "C", "C", "C", "H", "H", "H", "H", "H", "H", "H", "H"], "coordinates": [[2.519985, -1.222469, -1.280834], [1.572419, -1.661704, -2.509369], [1.761988, -0.704185, -3.599350], [0.763821, -0.938292, -4.629126], [-0.346500, 0.214702, -4.760238], [0.056429, 1.616089, -4.100751], [0.014455, 1.650080, -2.497282], [-1.315915, 2.289967, -1.867529], [-2.646808, 1.677840, -2.481128], [-3.150767, 0.350504, -2.444532], [-2.372273, -1.166167, -1.610449], [-3.802595, -2.060258, -0.611067], [-4.507349, 0.390649, -3.288845], [-5.162193, -0.621739, -3.568109], [-4.843701, 1.724159, -3.716557], [-3.723206, 2.512871, -3.298152], [-3.562785, 3.731280, -3.482757], [3.340229, -0.559703, -1.736969], [1.928188, -0.576762, -0.528559], [2.973292, -2.110745, -0.716816], [1.777905, -2.737936, -2.836462], [0.493390, -1.633267, -2.097167], [1.326472, -1.162707, -5.597462], [0.199852, -1.900363, -4.320832], [-1.342464, -0.211604, -4.409634], [-0.471288, 0.414990, -5.892160], [-0.717837, 2.390556, -4.468322], [1.068064, 1.967728, -4.486208], [0.202806, 0.629614, -2.025518], [0.891586, 2.319207, -2.157172], [-1.237644, 2.146067, -0.725287], [-1.319318, 3.422290, -2.086584], [-1.826089, -2.088733, -2.575726], [-1.331451, -0.725418, -0.700948], [5.560091, -2.115952, 0.697339], [5.167910, -1.335291, 1.841803], [4.318471, -0.180055, 1.719306], [6.489779, -0.922795, 2.676246], [7.550995, -0.260779, 1.988050], [7.243043, 1.208356, 1.768598], [4.471001, -2.418116, 3.056616], [7.773074, -0.764203, 1.042814], [8.439387, -0.350726, 2.617548], [6.417291, 1.335346, 1.064750], [8.114208, 1.728603, 1.365168], [6.945015, 1.685652, 2.705384], [5.137655, -3.268171, 3.195090], [3.502715, -2.756512, 2.687898], [4.343110, -1.867541, 3.987884], [-3.371190, -1.339549, 3.499854], [-3.903850, -0.008841, 3.367466], [-3.097466, 1.159079, 3.611209], [-5.259404, 0.103800, 4.243218], [-5.211486, -0.259241, 5.622382], [-4.586975, 0.835780, 6.466482], [-4.657435, 0.150088, 1.774007], [-4.686102, -1.209369, 5.754738], [-6.244171, -0.414540, 5.943606], [-3.525222, 0.950957, 6.236764], [-4.679674, 0.603249, 7.529432], [-5.066213, 1.797832, 6.268924], [-5.312663, -0.702748, 1.606519], [-3.864928, 0.164750, 1.028115], [-5.217663, 1.084399, 1.740694]], "forces_ev_per_angstrom": [[-0.2, 0.4, -0.5], [0.3, 0.2, 1.5], [-1.3, -1.3, 0.5], [-0.5, -0.9, 0.2], [0.7, 0.2, -1.0], [-1.0, 0.0, 0.2], [0.6, 0.4, 0.0], [-0.1, 0.3, -0.6], [-1.4, -2.6, 0.1], [1.0, 3.7, -1.3], [-2.2, -0.2, 0.6], [0.6, 0.0, -0.3], [-0.7, -3.7, 0.0], [2.0, 4.2, 0.7], [2.8, -0.7, 1.5], [1.6, 3.1, 0.7], [-1.3, -4.5, 0.1], [-1.0, -1.1, 0.9], [1.0, -1.0, -1.2], [-0.6, 1.3, -1.0], [-0.1, 1.5, 0.2], [1.4, 0.0, -0.9], [-0.9, 0.6, 1.2], [0.9, 1.3, -0.8], [1.3, 0.9, -0.2], [0.1, -0.4, 1.7], [1.2, -1.1, 0.5], [-1.3, -0.7, 0.5], [-0.2, 1.3, -0.8], [-1.4, -1.1, -0.3], [-0.6, 0.2, -1.8], [-0.1, -1.8, 0.4], [0.2, 1.1, 0.2], [-0.3, 0.1, -1.2], [-0.2, 0.6, 0.2], [0.2, 0.0, 0.6], [0.4, -0.5, -0.3], [-0.8, -0.6, -0.1], [0.6, 0.7, -0.5], [-0.3, 0.1, -0.1], [0.1, 0.0, 0.1], [-0.2, -0.1, 0.1], [-0.3, -0.2, 0.1], [0.1, 0.0, 0.0], [0.0, -0.1, 0.1], [0.1, -0.1, 0.0], [0.0, 0.1, 0.0], [0.1, 0.1, -0.1], [0.0, 0.0, -0.1], [0.0, 0.7, 0.3], [-0.7, 0.1, -0.2], [0.0, -0.7, 0.0], [0.4, -0.1, -0.8], [0.1, -0.1, 1.0], [0.3, 0.2, -0.1], [-0.2, 0.2, 0.2], [0.0, 0.1, -0.2], [0.0, 0.0, -0.4], [-0.1, 0.0, 0.0], [-0.1, 0.0, -0.1], [0.0, -0.1, 0.0], [0.1, 0.1, 0.0], [0.0, -0.1, 0.2], [0.0, 0.0, 0.1]], "spin_multiplicity": 1, "charge": 0}

no.,LUMO energy (Ha),HOMO (Ha)
1,-0.22942,-0.443
2,-0.13717,-0.345
3,0.14942,-0.043
4,-0.05409,-0.333